DFT (the ωB97M-V functional and the def2-TZVPD basis) results for a single C9H7NO molecule at a distorted geometry.

Structure (XYZ):
```
18
Properties=species:S:1:pos:R:3:forces:R:3
C -1.589 -0.697 2.574 1.6 -3.7 2.6
C -1.974 0.359 1.822 1.2 -0.9 -0.1
C -1.286 0.666 0.681 1.4 1.9 -3.2
C -0.187 -0.074 0.333 1.3 -1.9 0.6
C 0.673 0.172 -0.835 -2.7 1.8 -0.6
C 1.786 -0.301 -1.363 1.8 -3.1 1.0
C 2.004 0.320 -2.603 2.4 -0.5 -1.5
C 1.041 1.206 -2.748 -1.8 0.2 0.2
O 0.157 1.097 -1.748 -0.2 0.3 1.7
N 0.243 -1.150 1.074 0.5 0.5 -0.6
C -0.395 -1.460 2.159 -2.3 -0.3 1.5
H -2.046 -1.127 3.591 0.6 1.6 -2.5
H -2.661 1.032 2.122 -2.7 1.7 1.1
H -1.427 1.545 -0.066 -0.5 -1.4 1.9
H 2.286 -1.190 -0.932 0.0 1.0 -0.4
H 2.773 0.138 -3.367 -0.3 0.0 0.8
H 0.684 1.873 -3.472 0.2 0.7 -1.1
H -0.082 -2.407 2.779 -0.4 2.0 -1.3
```
Positions in Å, forces in eV/Å.

Calculated values
Structure (SMILES): c1ccc(-c2ccco2)nc1
2S+1: 1

These are the Löwdin partial charges, in e, on atoms 1 to 6:
1. C -0.063
2. C -0.107
3. C -0.022
4. C -0.200
5. C -0.200
6. C -0.039

DFT (the ωB97M-V functional and the def2-TZVPD basis) results for a single C9H7NO4 molecule at a distorted geometry.

Structure (XYZ):
```
21
Properties=species:S:1:pos:R:3:forces:R:3
O 2.294 -2.773 0.059 0.1 0.3 0.0
C 2.407 -1.585 0.035 -0.3 -0.4 0.7
O 3.078 -0.994 -0.990 0.3 0.0 -0.2
C 3.303 0.353 -1.062 -0.7 -0.4 0.9
N 3.102 1.124 -0.043 -0.2 -0.9 -0.4
O 3.271 2.325 0.039 0.1 0.8 0.2
O 2.664 0.503 1.186 0.4 0.4 0.2
C 1.808 -0.626 1.077 0.3 -0.1 -1.2
C 0.400 -0.290 0.626 0.0 0.2 0.0
C 0.028 1.026 0.391 0.1 0.0 0.1
C -1.232 1.307 -0.108 0.0 0.0 0.0
C -2.124 0.281 -0.359 -0.1 0.0 0.0
C -1.767 -1.029 -0.087 0.0 -0.1 0.0
C -0.505 -1.320 0.399 0.0 0.1 0.0
H 3.625 0.728 -2.015 0.0 0.2 0.1
H 1.825 -1.090 2.066 0.1 0.0 -0.2
H 0.706 1.838 0.607 0.1 0.0 0.0
H -1.504 2.332 -0.309 -0.1 0.1 0.0
H -3.100 0.503 -0.766 -0.1 0.0 0.0
H -2.466 -1.832 -0.265 -0.1 -0.1 0.0
H -0.217 -2.343 0.591 0.0 -0.1 0.0
```
Positions in Å, forces in eV/Å.

Calculated values
Structure (SMILES): O=C1OC=[N+]([O-])O[C@H]1c1ccccc1
2S+1: 1

These are the Löwdin partial charges, in e, on atoms 1 to 6:
1. O 0.163
2. C -0.393
3. O 0.118
4. C -0.016
5. N -0.251
6. O 0.030

Orbital gap across the listed records, respectively: 8.96; 9.69 eV.
Highest occupied orbital energy across the listed records, respectively: -0.3056; -0.3389 Ha.
Energy relative to the best compared isomer or geometry (same formula, charge and spin) across the listed records, respectively: 1.895; 3.008 eV.